No. 1
Molecular formula: C50H56BCsN15O3
Method: DFT, wB97M-V/def2-TZVPD

Output
gap between HOMO and LUMO = 2.6 eV
relative energy (zero: lowest compared OMol25 entry of this formula, charge and spin) = 49.46 kcal/mol
HOMO energy = -1.745 eV
net charge = -1
LUMO = 0.857 eV

Structure (XYZ):
```
126
Properties=species:S:1:pos:R:3:forces:R:3
Cs 0.012389 -1.633857 -0.862972 0.2774 1.2905 0.3764
C -1.986658 -3.906274 2.858578 -0.3239 -0.1632 0.0009
C -0.807189 -3.513621 2.213818 0.2572 0.0376 -0.1400
N -0.533917 -3.794929 0.961904 0.4097 -0.0890 0.7320
C -1.409079 -4.498444 0.233897 -0.8019 -0.4656 0.0264
C -2.640572 -4.965527 0.797199 0.2587 0.0992 -0.0638
C -2.898214 -4.635942 2.145750 0.1313 0.0767 0.1307
C -3.541424 -5.714981 0.029617 -0.3594 -0.2180 -0.1590
C -3.265443 -5.942906 -1.302921 -0.2509 -0.0495 0.4211
C -2.100125 -5.482587 -1.876588 0.2555 0.0852 -0.1568
C -1.107539 -4.790920 -1.152160 -0.2464 -0.3496 -0.6259
N 0.004858 -4.316275 -1.704923 0.3403 0.0925 0.4617
C 0.514578 -4.750400 -2.868682 -0.0227 -0.5545 -0.1017
C 0.486259 -6.082584 -3.308046 -0.1498 0.2990 0.3927
C 1.012744 -6.470984 -4.530210 0.2357 0.0968 -0.4847
C 1.642216 -5.568570 -5.353979 -0.0217 -0.4797 -0.1080
C 1.806464 -4.243485 -4.923039 -0.0713 0.1621 0.3225
C 2.559692 -3.307476 -5.659955 -0.0032 0.2170 0.1324
C 2.703185 -2.033266 -5.182978 0.1269 -0.2466 -0.2671
C 2.080895 -1.702476 -3.970856 -0.1268 0.0414 0.2239
N 1.383221 -2.549072 -3.255734 0.3030 0.2938 -0.1470
C 1.242088 -3.811397 -3.687057 0.1869 -0.5649 -0.6715
H -2.160885 -3.640786 3.894650 0.0227 -0.0045 0.0088
H -0.053674 -2.952021 2.755724 0.0280 0.0960 0.0516
H -3.822142 -4.978406 2.598902 -0.0278 0.0189 0.0079
H -4.449071 -6.089860 0.483952 -0.0692 0.0187 0.0462
H -3.971047 -6.496367 -1.912840 -0.0394 0.0309 -0.0023
H -1.928935 -5.638985 -2.931489 -0.0293 -0.0471 -0.0092
H 0.033845 -6.826555 -2.666779 -0.0834 0.0227 0.0035
H 0.911217 -7.504437 -4.839218 0.0445 -0.0520 -0.0208
H 2.032661 -5.859437 -6.319488 0.0652 -0.0702 -0.0569
H 3.033030 -3.632245 -6.579856 -0.0211 0.0716 -0.0475
H 3.287950 -1.294316 -5.712191 -0.0106 0.0691 -0.0380
H 2.170024 -0.702376 -3.568124 -0.0141 0.1903 0.0169
C 6.773435 0.599590 0.864884 0.1268 0.1441 0.1889
N 5.780234 0.052532 -0.027088 -0.4689 -0.1388 -0.0270
C 4.439910 0.065058 0.068800 -0.0265 -0.1377 -0.1840
N 3.910253 -0.555683 -0.959095 -0.6492 0.0357 0.1559
C 4.980726 -0.941959 -1.677403 0.0781 0.1358 0.2064
N 6.128729 -0.590206 -1.146336 0.8516 -0.2277 -0.4560
C 6.669504 2.102399 0.945282 0.3621 -0.0869 -0.2492
C 7.424073 2.915024 0.101571 -0.2485 0.1379 0.2995
C 7.312013 4.299479 0.193509 0.2494 -0.2797 -0.2693
C 6.455461 4.880483 1.099956 -0.5787 -0.1146 0.5793
C 5.670813 4.070691 1.937950 0.9647 -0.9493 -1.0555
C 5.796383 2.675865 1.846204 -0.1225 0.7068 0.2342
C 4.744749 4.633763 2.862320 -1.1460 1.2155 1.2103
N 4.580630 5.893705 3.195338 1.4766 -1.0956 -1.3866
N 3.592201 5.957772 4.080294 -1.7190 -1.0054 1.3208
C 3.150012 4.735372 4.280111 1.5921 1.1518 -1.1054
O 3.857709 3.827840 3.530360 0.0845 1.0626 0.0367
C 2.054085 4.303291 5.075618 -1.4427 -0.9027 0.9799
C 1.291150 5.199084 5.844324 0.7168 -0.1930 -0.5372
C 0.195322 4.739653 6.536125 -0.3959 -0.2943 0.2386
C -0.190404 3.402657 6.466174 0.4187 0.0831 -0.2414
C 0.560846 2.504187 5.708120 -0.4478 -0.0056 0.3467
C 0.133424 1.055143 5.602476 -0.1687 0.1246 0.3597
N 0.618985 0.448980 4.393423 -0.0937 -0.0130 -0.5855
C 0.454738 0.852958 3.121885 -0.0020 -0.1309 -0.0913
N 1.196071 0.128542 2.317872 -0.0940 0.2203 -0.5691
C 1.812639 -0.730779 3.153156 -0.1387 0.2207 0.1576
N 1.494241 -0.562025 4.415062 0.5302 -0.5860 0.7285
C 1.683592 2.948057 5.045563 0.4766 0.7553 -0.1424
H 7.744718 0.293941 0.469864 -0.1759 -0.0137 0.0933
H 6.631061 0.162298 1.858989 0.1141 0.0244 -0.1193
H 3.892009 0.513039 0.872631 -0.1256 0.1571 0.2407
H 4.909677 -1.491690 -2.593957 0.0088 -0.1214 -0.2201
H 8.091337 2.467665 -0.620518 0.0626 -0.0452 -0.0529
H 7.904647 4.922503 -0.461962 0.0066 0.0475 -0.0052
H 6.357582 5.951791 1.180461 0.0150 0.1070 -0.0332
H 5.203812 2.056777 2.504843 -0.0271 -0.1014 0.0347
H 1.583862 6.236708 5.869319 -0.0302 0.1275 0.0088
H -0.392346 5.426608 7.129515 -0.0018 0.0480 0.0020
H -1.069117 3.061488 6.995128 -0.0915 -0.0140 0.0134
H -0.960393 0.990623 5.636948 0.1613 -0.0224 0.0385
H 0.543488 0.470002 6.432542 -0.1102 0.0356 -0.1868
H -0.190141 1.655292 2.828812 -0.2269 0.2168 -0.0738
H 2.507672 -1.475579 2.821425 0.1184 -0.2416 -0.0119
H 2.293562 2.269727 4.467971 -0.0596 -0.1209 -0.0619
N 0.996385 2.425056 -1.083586 0.3631 -0.0885 0.3932
C -0.127733 3.332208 -1.257913 -0.1568 0.3867 -0.1926
C -0.010443 4.058070 -2.602452 -0.2705 -0.4411 0.0243
C -0.396392 3.163713 -3.794472 0.2169 0.2061 -0.0444
N 0.326832 1.915375 -3.924888 0.2627 -0.0839 -0.3019
H 0.811879 1.755377 -0.345436 0.0144 -0.0437 -0.0293
H 1.832049 2.943896 -0.833977 -0.0012 -0.0632 0.0417
H -0.201798 4.080427 -0.446566 -0.0430 -0.1130 -0.0806
H -1.044824 2.738017 -1.253429 0.0133 -0.0383 0.0047
H 1.015375 4.416247 -2.735378 0.0793 0.0962 0.0281
H -0.673278 4.926315 -2.604755 0.0104 0.1613 0.0230
H -0.240003 3.736372 -4.718647 -0.1735 0.0804 0.0459
H -1.459406 2.923577 -3.722252 -0.0175 0.0006 -0.0121
H 1.314768 2.083584 -3.760509 -0.0738 -0.0449 0.0655
H 0.017421 1.267748 -3.200743 -0.2002 -0.0997 0.0102
C -4.280334 -0.812094 4.071974 0.0014 0.0515 0.1639
N -4.448541 -0.983837 2.647816 -0.5501 -0.3479 0.5536
C -5.792542 -0.964060 2.120572 -0.2859 0.0628 -0.1470
C -3.435956 -0.682113 1.868416 0.0205 -0.0610 -0.0752
N -2.525873 -0.456215 1.206658 0.9204 0.2286 -0.4118
H -4.908815 -1.538459 4.590746 0.0415 0.0251 0.0380
H -4.560767 0.197213 4.401467 0.0069 -0.0330 0.0056
H -3.238330 -0.995332 4.330678 -0.0441 -0.0136 0.0279
H -6.405458 -1.660151 2.695832 0.0090 -0.0061 -0.0284
H -5.776693 -1.288654 1.081316 -0.0335 0.0385 0.0219
H -6.246120 0.034269 2.179339 0.0312 -0.0614 -0.0283
C -4.430054 2.300392 -3.239212 0.0443 -0.3004 0.1989
C -4.356744 1.171031 -2.203174 -0.2704 0.1657 -0.3135
C -5.398361 1.430002 -1.116423 0.3100 -0.0781 -0.2586
O -3.039425 1.233896 -1.643668 -1.0350 0.5496 0.4070
B -2.247392 0.243695 -2.194472 2.3936 0.1058 0.2269
O -3.014213 -0.586134 -2.980316 -0.9474 -0.4368 -0.6537
C -4.400101 -0.258167 -2.838634 -0.4225 0.0112 0.1622
C -5.083480 -0.338219 -4.202482 0.2609 0.0209 0.3222
C -5.015006 -1.311890 -1.906646 0.1796 0.2272 -0.2057
H -4.105602 3.218011 -2.750871 -0.0242 0.0894 0.0270
H -5.438549 2.435502 -3.623757 -0.1692 0.0483 -0.1469
H -3.744640 2.096624 -4.057279 0.0377 0.0294 -0.1164
H -5.351647 2.475559 -0.818412 -0.0126 0.1142 0.0548
H -5.198948 0.820850 -0.241024 -0.0004 -0.1262 0.1061
H -6.397534 1.216683 -1.492627 -0.2068 0.0025 0.0145
H -4.562313 0.270430 -4.934657 0.0104 0.0729 -0.0668
H -6.120907 -0.014863 -4.131932 -0.1908 0.0324 -0.0495
H -5.055187 -1.369846 -4.545387 -0.0439 -0.1113 -0.0527
H -4.534119 -1.267849 -0.931953 0.0392 0.0049 0.1294
H -4.821194 -2.297994 -2.323974 0.0106 -0.0753 -0.0382
H -6.090341 -1.175161 -1.805284 -0.1977 -0.0159 0.0922
```
Forces are in eV/Å.

=====

No. 2
Molecular formula: C50H56IN6O2Ta
Method: DFT, wB97M-V/def2-TZVPD

Output
gap between HOMO and LUMO (alpha / beta) = 4.7 / 4.7 eV
HOMO energy (alpha / beta) = -12.471 / -12.471 eV
net charge = +2
LUMO (alpha / beta) = -7.762 / -7.761 eV

Structure (XYZ):
```
116
Properties=species:S:1:pos:R:3:forces:R:3
Ta -16.092189 -13.818955 -1.554939 -1.0247 0.9657 -1.1274
C -11.666878 -11.278838 1.993362 1.0448 -0.3083 1.4622
C -11.188242 -11.829976 0.613977 -0.5765 1.9179 -0.2182
C -12.273256 -11.916046 -0.424565 0.7496 0.7508 -0.5254
C -12.470520 -11.065312 -1.498022 -0.7781 -1.1478 0.6561
C -11.617928 -9.975037 -2.031141 0.1479 -0.0528 -1.1231
C -12.186667 -8.612842 -1.686682 -0.1356 1.6410 0.5249
C -13.736527 -11.455999 -2.083318 0.2187 -1.8979 2.3075
C -14.342076 -10.776816 -3.156025 -0.8318 -1.3656 -3.2293
C -15.323122 -11.407329 -3.960144 2.7939 0.4410 2.3255
C -16.181088 -10.833239 -4.943937 -0.7535 0.5650 -0.8351
C -15.876712 -9.505228 -5.566808 -0.3699 -0.4401 -0.5008
C -16.277714 -8.241764 -4.834651 -0.6028 -0.3736 2.0393
C -17.205438 -11.732436 -5.137389 0.7364 0.7750 -0.4000
C -16.917627 -12.817129 -4.268529 1.6936 -0.1196 0.7154
C -19.084174 -13.406864 -2.941921 0.6164 0.9172 -0.1597
C -19.163438 -14.286675 -1.728764 1.8632 1.5323 0.5510
N -18.121178 -14.421890 -0.860505 0.0601 -1.2025 0.4143
C -18.568332 -15.441912 0.088588 2.3318 0.4302 -0.2425
C -17.655939 -16.207014 0.835853 -1.3075 1.0583 -1.3066
C -16.303621 -15.859979 0.974837 2.7429 0.8222 -0.1737
N -15.542420 -14.865128 0.212200 -0.5180 -0.5582 0.8977
C -14.264707 -14.872894 0.798802 0.0563 -0.1171 -0.9738
C -13.206383 -14.007606 0.372856 -0.8356 -0.2063 0.1864
C -13.337304 -12.882896 -0.415429 1.3824 -0.1269 0.1927
N -14.272295 -12.573520 -1.385255 0.3033 0.8443 -0.4036
C -14.138462 -15.804382 1.839096 -1.0972 0.5634 -0.8545
C -15.417075 -16.397181 1.941592 -0.0905 -0.8051 0.4456
C -15.742315 -17.447983 2.997623 -1.3626 0.1907 0.0413
C -15.337079 -18.891058 2.599974 0.4528 -0.3118 -0.3908
C -12.934756 -16.016357 2.689603 -0.3227 0.0997 1.1955
C -12.388545 -14.753506 3.434280 1.5750 -0.8653 -1.0388
C -19.927572 -15.669686 -0.168020 -0.9843 -0.4745 -1.9599
C -20.266731 -14.979934 -1.338235 -2.1243 -1.8164 0.7301
C -21.573137 -15.137255 -2.119003 0.2589 1.5491 1.9409
C -22.783009 -14.582293 -1.284163 0.9352 0.2754 -1.9798
C -20.799476 -16.612627 0.539257 -0.5124 -1.5522 0.0739
C -20.523391 -16.554884 2.017715 -1.3049 1.9890 1.9913
N -15.677593 -12.734362 -3.711132 -3.0284 -0.0249 1.1203
C -18.338525 -11.601476 -6.076676 -0.6608 0.7939 0.2458
C -18.761209 -12.753875 -6.954240 -0.0173 -0.4129 -0.6052
H -10.769245 -11.240049 2.700144 -1.0072 -0.0532 -1.0314
H -12.381611 -11.939961 2.540609 0.3253 0.3973 -0.7977
H -12.075442 -10.260747 2.017903 0.0358 -0.2831 -0.5081
H -10.812023 -12.796264 0.764733 0.8110 -1.4421 0.3281
H -10.348607 -11.205635 0.226552 -0.6560 -0.4287 0.3016
H -11.603436 -10.104250 -3.130030 -0.0473 0.0897 0.3024
H -10.551440 -10.056678 -1.777248 -0.4397 -0.1092 0.3262
H -13.315640 -8.638328 -1.600267 1.2866 0.1518 -0.0909
H -11.890340 -7.832106 -2.441182 -0.3715 -0.7711 0.6824
H -11.755779 -8.257945 -0.709605 -0.6703 -0.3255 -0.8003
H -13.738595 -9.939050 -3.571563 -1.2100 -0.1432 0.6220
H -16.289028 -9.480232 -6.585143 0.3371 -0.0790 0.1431
H -14.788151 -9.440782 -5.594468 0.0390 -0.1313 -0.5243
H -17.336395 -7.999896 -4.671414 0.0273 -0.3272 -0.8389
H -15.768857 -7.432447 -5.313784 0.1322 0.7067 -0.0257
H -15.963204 -8.344868 -3.775339 0.3912 0.3271 -0.4987
H -19.975244 -13.537388 -3.548604 0.2005 -0.1968 0.0139
H -17.965507 -17.175333 1.270477 0.0451 1.0064 0.0057
H -12.203753 -14.277361 0.760569 -0.9228 0.6464 -0.0820
H -16.861920 -17.462572 3.117040 1.0997 0.2733 0.3351
H -15.262274 -17.098236 3.946051 -0.6380 -0.5138 -0.6336
H -15.138179 -18.888554 1.524579 0.1899 -0.1565 0.0506
H -16.071787 -19.711282 2.740999 0.0714 0.9172 0.2932
H -14.428072 -19.222250 3.114425 -0.0917 0.1608 -0.1813
H -12.151560 -16.510460 2.132714 0.4033 0.1419 -0.4117
H -13.152471 -16.761009 3.470577 -0.2494 0.2029 -0.2580
H -13.129809 -14.219944 4.016504 -0.1613 -0.0693 0.0718
H -11.911138 -14.047037 2.690536 -0.4700 -0.7071 1.1468
H -11.583817 -15.182613 4.093657 -0.7144 0.9154 -0.4312
H -21.685401 -16.134479 -2.433409 -0.2784 -1.4868 -0.1834
H -21.505810 -14.547094 -3.016017 -0.0998 0.2869 -0.3426
H -23.089014 -15.157658 -0.444651 0.2058 -0.2728 0.8701
H -23.649593 -14.582164 -1.936221 -0.1853 0.3464 -0.1381
H -22.468734 -13.558873 -1.051524 -0.6110 -0.1610 0.3837
H -20.613189 -17.679121 0.235090 0.0746 0.8525 -0.1560
H -21.876919 -16.480167 0.296687 0.9296 0.2213 0.2604
H -20.314832 -15.487754 2.388766 -0.5268 -1.3267 -0.6417
H -19.671394 -17.092979 2.354776 0.6208 -0.7426 0.0478
H -21.393485 -16.913307 2.599650 0.4826 0.0930 -0.2528
H -18.082748 -10.798427 -6.746631 0.0610 0.5949 -0.1401
H -19.211542 -11.259999 -5.501998 0.0546 0.0326 -0.1532
H -17.892312 -13.259238 -7.410131 -0.3711 0.1339 0.1413
H -19.383755 -12.334862 -7.781398 0.3724 -0.5535 0.6634
H -19.349848 -13.480525 -6.388213 -0.0153 -0.0686 -0.2543
C -17.138342 -9.768802 -0.027828 0.7781 1.1118 0.0298
C -18.179111 -10.143486 -1.053992 -0.1243 -1.3814 1.1389
N -19.242220 -9.366764 -1.146103 -0.6666 -0.4680 -2.2344
C -20.144252 -9.751909 -2.117650 1.9030 0.5248 1.9187
C -20.116208 -10.952901 -2.773171 -0.1482 -0.2222 -0.6206
C -21.240666 -10.989747 -3.758217 -1.6737 -0.6399 0.0991
O -21.476313 -12.318264 -4.251867 -0.0251 0.4368 -0.4183
C -19.106078 -11.901523 -2.533981 0.8790 -0.4410 1.0507
C -17.834162 -13.885752 -3.794293 0.8601 -1.3345 0.3529
N -16.885053 -14.853038 -3.097927 -1.1170 1.8597 -0.7701
C -16.989123 -16.202113 -3.335239 -0.4950 -1.2028 -0.2748
C -18.193775 -16.905326 -3.743632 1.3767 1.5306 1.1369
C -18.213543 -18.285790 -3.735475 0.7195 0.0246 -0.0364
C -17.103500 -19.018327 -3.349286 1.2079 1.0398 0.4395
C -15.915282 -18.318277 -2.987399 -0.4411 -1.4976 -0.2020
C -15.805337 -16.942829 -3.098030 -1.3638 -0.8235 0.2263
I -13.954228 -16.014354 -2.811306 -0.4142 0.3152 0.2726
C -18.111113 -11.440850 -1.671711 0.5803 1.3874 0.1456
O -16.943505 -12.116213 -1.385095 -0.5319 -1.1001 -0.2696
H -17.587615 -9.028919 0.687829 0.5289 -0.8385 -0.6416
H -16.256951 -9.282732 -0.512308 -0.7204 0.0677 0.0571
H -16.624731 -10.597676 0.474273 -0.7550 -0.0624 0.1006
H -20.918527 -9.055458 -2.380017 -0.2626 0.3250 0.3063
H -21.062292 -10.262516 -4.578854 -0.0819 -0.4563 0.3292
H -22.148829 -10.659392 -3.168500 0.7475 -0.2225 -0.9416
H -22.166989 -12.296504 -4.935755 0.2865 0.0946 0.3778
H -18.301607 -14.417341 -4.611204 0.2532 -0.2029 -0.4977
H -19.104012 -16.317179 -3.897341 0.3084 -0.3002 -0.0836
H -19.082659 -18.829143 -4.001760 -0.8661 -0.2093 -0.2962
H -17.130802 -20.105585 -3.327771 0.0636 0.2898 0.1084
H -15.099382 -18.925653 -2.588981 0.0112 0.3039 -0.4265
```
Forces are in eV/Å.